Record 1
Formula: C33H36BrN3O3PS2SiTi
Source: OMol25
Level of theory: ωB97M-V/def2-TZVPD

```
81
Properties=species:S:1:pos:R:3
C 5.36 -0.69 0.00
H 0.46 -2.75 5.22
H 2.20 4.97 3.11
C -2.15 -3.14 0.60
S 1.54 -1.85 0.17
Si -1.28 -0.40 1.11
H -2.11 2.41 0.56
C -1.29 -0.94 2.92
C -1.99 -2.89 -2.15
H -3.09 0.14 3.37
H -2.73 -5.17 0.24
C -3.12 2.90 -1.26
N 1.28 2.52 1.08
H -6.32 3.04 -3.44
C 1.61 4.17 2.70
C 5.38 0.72 -0.51
H 0.75 4.87 4.85
C -2.34 -0.85 5.11
H -1.36 -1.94 6.69
H -1.36 -0.89 -1.79
C -1.77 -1.91 0.06
H -2.95 4.99 -1.65
C 2.30 -4.46 -1.52
O 0.09 4.23 4.56
H -2.21 -3.25 1.68
H 1.70 -6.12 -2.73
H 3.12 -0.39 -2.15
O 3.34 -3.48 -1.52
C 0.50 1.34 -2.81
H -1.92 -2.79 -3.23
P 3.58 -2.65 -0.14
C -0.30 -1.76 3.47
H -2.51 0.46 1.06
C -4.68 4.15 -2.60
O 4.44 -1.47 -0.82
C 0.95 1.14 -4.10
C -0.62 2.02 -2.26
H 2.90 3.83 1.02
C -3.53 4.10 -1.82
C -5.02 1.80 -2.27
H -4.99 5.10 -3.03
C -0.32 -2.12 4.81
C 2.32 0.16 -2.62
H -1.46 3.82 -0.25
H 4.40 1.18 -0.37
C 2.50 -5.39 -2.69
H -5.59 0.90 -2.44
H -1.29 2.57 -2.92
Ti 0.78 0.78 0.15
S 2.33 -0.39 1.46
C -0.22 2.59 2.90
H 6.08 1.30 0.08
C -2.44 -4.23 -0.21
C 2.12 0.38 -3.98
H -3.55 0.81 -1.05
N -0.81 1.98 -0.99
C 2.01 3.54 1.55
C 0.23 2.03 1.72
H -3.13 -0.49 5.75
C 0.49 3.68 3.39
H 2.76 0.03 -4.78
H 0.48 1.49 -5.01
H 2.51 -4.82 -3.62
H 3.46 -5.91 -2.60
H 1.33 -3.95 -1.59
N 1.34 0.74 -1.90
H -2.59 -4.96 -2.22
C -1.34 -1.66 5.64
H -1.05 2.18 3.47
C -3.87 1.75 -1.49
C -1.69 -1.82 -1.34
C -1.87 2.82 -0.42
C -5.43 3.00 -2.83
Br 4.45 1.75 2.78
H 0.52 -2.11 2.85
C -2.37 -4.11 -1.59
C -2.31 -0.50 3.77
H 6.34 -1.17 -0.09
H 5.65 0.75 -1.57
H 2.31 -5.02 -0.57
H 5.04 -0.70 1.05
```

Properties
LUMO ... 2.22 eV
ΔE to the lowest compared entry with this formula, charge and spin ... 3.83 kcal/mol
Charge ... -1
HOMO-LUMO gap ... 0.2493 Ha

=====

Record 2
Formula: C33H36BrN9NaO7S3Se2
Source: OMol25
Level of theory: ωB97M-V/def2-TZVPD

```
92
Properties=species:S:1:pos:R:3
H 3.70 -2.47 -6.72
C 2.46 -0.44 -3.64
C -1.68 1.39 4.50
H -4.02 -2.61 5.28
H -3.21 -1.18 4.59
H -3.78 1.91 -1.29
Na 1.71 0.00 -0.67
H 4.41 -0.25 -2.76
N -1.67 0.23 2.50
C -3.09 1.51 -2.03
H -3.21 -0.73 -4.64
C -3.82 0.65 -3.06
N 0.47 -2.94 2.62
C 1.96 -1.33 2.40
H 0.10 0.52 3.63
C -0.44 -3.99 3.08
Se -1.24 -0.74 -3.07
S -3.33 1.43 4.03
C 2.76 -1.16 -4.93
H -2.40 -0.51 6.85
C 3.28 -2.41 -4.87
N 5.39 5.39 -2.93
H -5.08 -1.07 -3.22
Se -1.79 0.44 -1.06
N 3.12 1.20 -1.97
H 2.60 -0.67 -5.89
C -4.59 -0.51 -2.43
C -0.96 0.71 3.57
C 4.59 4.54 -2.27
C -3.23 -1.22 6.76
H -0.60 -4.67 2.24
H -3.67 0.28 1.88
C 2.79 3.10 -0.60
H 0.03 -4.55 3.89
H -1.33 1.84 5.41
H -6.09 1.67 -2.49
C 3.16 4.40 -0.21
H -3.16 -1.94 7.57
O 2.95 -1.95 4.94
N 1.86 2.42 0.07
S 5.50 6.75 -2.05
C 3.42 2.45 -1.79
C 2.56 4.96 0.92
S -1.69 -2.84 5.21
H 3.77 -4.11 -3.56
C 1.62 4.23 1.62
H 5.02 3.23 -4.68
N 4.53 6.34 -0.80
H -5.29 0.89 -4.62
C 1.29 2.96 1.14
C -2.93 0.54 2.62
H -1.06 -3.64 0.46
H 1.14 4.62 2.50
C 0.29 -2.28 1.45
C 4.22 3.24 -2.65
H -0.36 -2.38 -0.54
O -1.75 -4.01 6.05
C 3.63 0.45 -3.11
N 1.16 -1.31 1.30
C 2.61 -2.53 -2.64
C 4.22 1.35 -4.17
H -2.38 0.83 -4.67
H -3.90 -1.17 -1.90
H 4.43 0.91 -5.14
O -0.58 -1.92 5.35
H -1.65 -1.96 0.61
O -5.68 2.28 -3.12
C 4.10 5.13 -1.04
N 2.11 -2.70 4.48
H -4.16 -0.67 6.86
C -0.77 -2.59 0.45
C 4.55 2.62 -3.92
C 1.55 -2.33 3.22
O -5.57 0.02 -1.52
H 2.79 -0.66 2.55
C -2.77 0.05 -4.02
O 1.77 -3.75 4.99
H 1.63 0.26 -3.80
O 3.70 -3.10 -5.99
C 3.35 -3.13 -3.64
C -3.19 -1.91 5.40
H 0.53 2.37 1.63
Br 2.32 -3.72 -1.06
C -1.77 -3.38 3.52
H 2.85 5.96 1.22
H -2.58 -4.12 3.48
N 2.02 -1.39 -2.58
C -4.77 1.53 -3.89
H -2.59 2.34 -2.53
H -2.03 -2.53 2.88
H -5.97 -0.72 -1.05
H -4.18 2.25 -4.46
```

Properties
LUMO ... 1.13 eV
ΔE to the lowest compared entry with this formula, charge and spin ... 28.36 kcal/mol
Charge ... -1
HOMO-LUMO gap ... 0.1494 Ha

=====

Record 3
Formula: C33H36ClCrIN5OS
Source: OMol25
Level of theory: ωB97M-V/def2-TZVPD

```
79
Properties=species:S:1:pos:R:3
C 2.48 -0.14 1.44
C 0.79 -5.32 -0.83
C -2.53 1.56 2.99
C -2.56 -2.96 -2.98
H -1.75 -2.21 3.99
H 1.79 2.17 1.16
H 0.34 -4.32 -4.03
C 3.86 -0.08 1.80
Cl 5.85 0.07 3.66
C 0.12 -2.35 -3.22
C -0.74 -1.38 -2.69
N 0.11 7.43 0.04
H -1.88 -2.37 1.17
C 4.18 -0.05 3.17
H 0.68 0.17 -2.71
C -3.79 -2.89 3.72
H -2.80 -0.99 -2.21
C -1.68 -3.91 -3.49
H 1.17 -2.12 -3.32
N -2.34 -1.95 1.99
H -4.38 -3.36 2.94
C 1.02 2.75 0.67
C 0.00 -3.31 0.28
H 3.49 -0.13 5.19
C -2.45 -0.62 1.91
H -1.96 1.85 2.10
H 0.75 -4.47 2.52
C 3.21 -0.12 4.15
H -1.60 -5.19 1.66
C 0.09 6.27 0.08
S -2.51 0.07 0.36
C 4.35 -0.12 -0.55
C 1.46 -0.15 2.44
H -2.54 -0.33 3.89
H 1.08 -6.36 -0.69
H -0.99 0.68 -2.44
H 1.67 -4.73 -1.09
H -1.10 -6.51 0.61
C -0.25 -0.09 -2.19
C -2.36 -2.70 3.22
C -1.20 -5.43 0.68
H -1.91 -3.67 3.02
H -4.43 1.95 2.07
C -2.10 -1.72 -2.61
N 0.05 2.04 0.03
C 4.80 -0.05 0.76
H -1.73 2.22 -1.00
C 0.16 -4.75 0.45
C 1.89 -0.17 3.77
N 2.06 -0.19 0.15
H -3.61 -3.21 -2.86
C 0.06 4.88 0.10
H 1.10 -6.09 1.89
C 2.99 -0.21 -0.81
H 0.08 -5.25 -1.65
Cr 0.02 -0.14 -0.03
I 0.35 -0.27 5.20
C -3.90 2.24 2.97
H 5.86 0.02 0.99
C -0.34 -3.58 -3.63
C -0.06 -2.11 0.08
H -4.48 1.94 3.84
N -2.66 0.12 3.00
H -1.80 4.66 -1.00
C -0.98 4.14 -0.52
C 1.06 4.11 0.73
H 2.09 -4.71 1.40
O 0.22 -0.13 2.12
C 1.08 -5.02 1.64
H -3.77 3.31 2.98
H 2.63 -0.29 -1.82
H 5.06 -0.11 -1.37
H -2.04 -4.89 -3.78
C -0.93 2.78 -0.53
H -4.25 -1.93 3.96
H -1.92 -5.09 -0.08
H -1.97 1.86 3.88
H 1.87 4.60 1.26
H -3.80 -3.52 4.60
```

Properties
LUMO (alpha / beta) ... 1.78 / 1.63 eV
Multiplicity ... 5
ΔE to the lowest compared entry with this formula, charge and spin ... 8.95 kcal/mol
Charge ... -1
HOMO-LUMO gap (alpha / beta) ... 0.1446 / 0.2437 Ha

=====

Record 4
Formula: C33H36F4O12
Source: OMol25
Level of theory: ωB97M-V/def2-TZVPD

```
85
Properties=species:S:1:pos:R:3
C -6.08 0.20 2.95
C 1.62 3.66 0.22
C 0.56 -0.37 -0.13
C 1.89 -4.19 -0.95
H 0.77 -0.92 1.96
O -1.20 -2.62 -1.93
H -6.24 1.15 6.21
F 7.71 2.14 3.33
H 2.07 0.79 0.86
C -5.49 -1.49 -0.66
H -0.59 3.72 -0.06
H -3.41 2.23 3.06
C -5.01 0.99 2.51
O 2.21 0.48 -6.90
H 1.63 -0.96 -3.35
H -4.32 2.50 5.48
O -2.43 -0.86 -2.57
C 2.70 3.32 1.00
C 0.39 2.19 -3.65
C 0.26 3.58 0.66
H 4.21 -0.53 3.45
C 1.92 0.21 -0.07
F -6.75 -0.58 2.03
H 2.10 0.94 -0.88
C 0.91 -4.99 -2.84
H 1.21 -5.82 -3.46
C 5.29 -0.51 1.52
H 5.61 1.22 4.36
C -5.89 1.08 5.19
H 2.78 -0.45 -0.15
O 2.75 -3.84 -0.23
O -1.24 -0.54 1.40
F 1.91 3.96 -1.11
H -4.15 0.26 -3.00
C 0.96 -0.32 -3.85
H 6.36 -0.29 -0.25
H 0.40 -0.89 -1.07
H -0.07 -2.23 0.95
H 4.57 -1.14 0.97
C 0.08 -1.13 1.15
O 2.27 1.31 -4.88
H 3.71 3.32 0.60
C 6.34 0.00 0.81
H -0.95 -5.22 -1.49
O 1.03 -0.45 -5.28
H -4.65 0.98 1.47
H 0.07 2.31 -2.58
H -6.27 -0.73 -0.81
C -2.26 -2.14 -2.02
C -6.54 0.25 4.27
H 3.31 2.75 2.99
C 2.47 2.97 2.33
C -4.80 1.85 4.77
H -3.62 0.44 -1.33
H 0.92 3.10 -3.92
H -0.93 3.30 2.35
O 2.05 -4.27 -2.33
H -6.06 -2.44 -0.49
O -0.44 0.70 -0.29
C 5.03 -0.19 2.84
C 5.85 0.79 3.39
C 1.83 0.45 -5.79
H -4.98 -2.00 -2.73
O -3.41 -2.59 -1.49
H -0.11 -0.52 -3.66
C -3.76 -0.28 -2.14
F 0.29 -6.76 -1.33
H 2.01 1.19 -2.81
C 0.11 -5.43 -1.61
C 0.09 3.29 2.01
O -2.30 1.31 0.70
C -4.31 1.77 3.46
C 1.20 2.92 2.78
H 7.97 1.45 0.85
C -4.54 -1.62 -1.84
C 6.87 1.32 2.67
H -7.43 -0.35 4.46
C 1.43 1.12 -3.73
H -4.85 -1.28 0.19
H 0.99 2.77 3.82
O 0.73 -4.72 -0.60
C -1.39 0.55 0.60
H -0.48 2.12 -4.31
C 7.18 0.92 1.38
H 0.35 -4.23 -3.40
```

Properties
LUMO ... 0.36 eV
Charge ... 0
HOMO-LUMO gap ... 0.3599 Ha